[1]
Formula: CH2N2O2
Source: the Open Molecules 2025 dataset
Level of theory: ωB97M-V with the def2-TZVPD basis set

Its calculated total energy is -8140.6134 eV.

Cartesian coordinates (Å):
1 C 1.66280 -0.41871 0.23241
2 N -1.11993 -1.08774 -0.39266
3 N -0.82506 -0.78998 0.67460
4 O 1.86120 -1.44155 -0.28998
5 O 2.58272 0.55365 0.13349
6 H -1.61841 -1.89704 -0.61950
7 H 2.17755 1.24875 0.67287

Atomic forces in eV per Å
C 1.31 0.11 -0.54
N 1.15 2.05 -1.62
N 0.13 0.26 1.95
O -0.67 -1.63 -0.31
O -0.85 1.08 0.96
H -1.63 -2.38 -0.31
H 0.56 0.51 -0.14

[2]
Formula: C7H10O2SSi
Source: the Open Molecules 2025 dataset
Level of theory: ωB97M-V with the def2-TZVPD basis set

Its calculated total energy is -30225.4758 eV.

Cartesian coordinates (Å):
1 C 1.35436 -0.82618 -2.87166
2 C 0.81603 0.28670 -2.25057
3 C 1.12349 -2.08866 -2.35196
4 C 0.04517 0.13413 -1.10804
5 C 0.35903 -2.23804 -1.20391
6 C -0.16890 -1.12403 -0.59427
7 C 0.08040 2.56308 2.40974
8 O -1.90353 3.10419 4.03972
9 O -1.41384 0.11083 1.58951
10 Si -1.25118 -1.32184 1.03173
11 S -1.70509 2.78197 2.63419
12 H 1.95294 -0.71067 -3.76383
13 H 0.99032 1.27523 -2.65166
14 H 1.53540 -2.96273 -2.83640
15 H -0.39030 0.99306 -0.62354
16 H 0.18285 -3.22338 -0.79820
17 H 0.49273 2.11008 3.30522
18 H 0.20981 1.89884 1.56096
19 H 0.55245 3.52614 2.22558
20 H -0.44266 -2.27803 1.80391
21 H -2.41947 -2.01068 0.45348

Atomic forces in eV per Å
C 0.12 0.01 -0.17
C -0.04 0.24 0.00
C 0.00 -0.28 0.01
C 0.39 0.11 -0.52
C 0.39 -0.05 -0.57
C -1.17 -0.11 1.90
C -0.68 -0.15 -0.09
O -0.04 -0.27 -0.90
O -0.27 3.52 1.52
Si 1.07 -1.28 -2.29
S 1.18 -1.33 0.40
H 0.05 0.01 -0.07
H 0.05 0.08 -0.12
H 0.08 -0.04 -0.09
H -0.11 0.16 0.12
H -0.01 -0.17 0.08
H -0.14 -0.04 0.19
H -0.15 -0.20 -0.16
H -0.18 0.28 0.00
H -0.07 -0.29 0.45
H -0.46 -0.21 0.33

[3]
Formula: C4H6O
Source: the Open Molecules 2025 dataset
Level of theory: ωB97M-V with the def2-TZVPD basis set

As for the structure (SMILES): C=C=COC. Its calculated total energy is -6290.1294 eV.

Cartesian coordinates (Å):
1 C 0.51131 -1.88349 -0.66720
2 O 0.78230 -0.80312 0.20077
3 C -0.36273 2.48695 0.36054
4 C -0.38891 1.18721 0.47055
5 C -0.33593 -0.11478 0.59497
6 H -0.08753 -1.56241 -1.52938
7 H -0.01385 -2.69864 -0.14893
8 H 1.48061 -2.24448 -1.01660
9 H 0.08712 3.10821 1.13205
10 H -0.76913 2.99213 -0.51303
11 H -1.14355 -0.69819 1.04426

Atomic forces in eV per Å
C -0.01 -0.27 -0.18
O 0.08 0.10 0.04
C 0.00 -0.13 0.02
C 0.04 0.02 -0.01
C -0.15 0.28 0.06
H 0.10 -0.03 0.11
H 0.04 0.13 -0.05
H -0.16 -0.02 0.04
H -0.11 -0.09 -0.06
H 0.04 -0.10 0.12
H 0.14 0.11 -0.09

What are the F_max values for these records? In order: 2.9; 3.8; 0.3 eV/Å.